Entry from the OMol25 dataset: a molecular structure, C60H58O3PS5Sr at a distorted geometry (wB97M-V/def2-TZVPD).

Summary:
energy relative to the best compared isomer or geometry (same formula, charge and spin): 3.6155 eV
total charge: +1
LUMO level: -2.29 eV
highest occupied orbital energy: -9.7 eV
HOMO-LUMO gap: 0.2738 Ha

Geometry as XYZ:
```
128
Properties=species:S:1:pos:R:3:mulliken_charge:R:1
Sr 0.8394 -1.3496 -2.2837 0.6728
C 0.3866 -3.0219 7.5280 -1.5809
C 0.4965 -2.6382 6.0788 0.9893
C -0.6568 -2.4761 5.3060 -0.8444
C -0.5782 -2.1573 3.9646 -0.5448
C 0.6747 -1.9782 3.3884 0.1475
C 1.8329 -2.1260 4.1278 -0.3970
C 1.7321 -2.4534 5.4752 -0.9219
S 0.8343 -1.6327 1.6453 0.9413
O 2.2970 -1.3703 1.4057 -0.5058
C -0.0916 -0.0860 1.6427 -0.1141
C -1.3228 -0.1925 0.9618 -0.6925
C -2.1913 0.8639 0.9559 0.1889
C -1.8634 2.0618 1.6271 0.7148
C -2.7524 3.1726 1.6258 -1.0089
C -2.4137 4.3327 2.2503 -0.6808
C -1.1605 4.4503 2.9035 -0.9283
C -0.2857 3.4079 2.9201 -0.7573
C -0.6152 2.1746 2.2877 0.8243
C 0.2819 1.0698 2.2860 -0.1477
C 1.6403 1.2173 2.8842 -0.9656
C 1.8244 1.2253 4.2973 1.1771
C 0.7423 1.0314 5.1944 -0.8207
C 0.9621 0.9688 6.5382 -0.7928
C 2.2694 1.1152 7.0577 -0.8502
C 3.3239 1.3163 6.2174 -0.8791
C 3.1314 1.3639 4.8135 0.8545
C 4.2239 1.5215 3.9215 -1.4487
C 4.0395 1.4963 2.5727 -1.1603
C 2.7327 1.3381 2.0704 0.9119
S 2.5175 1.1414 0.3051 1.7552
O 3.8518 0.6927 -0.2293 -0.8975
C 2.3913 2.8537 -0.1901 0.4013
C 1.1275 3.4115 -0.3281 -1.0878
C 0.9985 4.7227 -0.7649 -0.5608
C 2.1219 5.4755 -1.0951 0.8018
C 1.9879 6.8714 -1.6343 -1.6600
C 3.3812 4.8935 -0.9445 -0.9570
C 3.5258 3.5949 -0.4867 -0.9661
H -0.1338 -2.2500 8.0981 0.3211
H 1.3691 -3.1692 7.9731 0.3685
H -0.1805 -3.9467 7.6408 0.3925
H -1.6286 -2.6078 5.7671 0.4166
H -1.4793 -2.0498 3.3716 0.4911
H 2.7927 -1.9790 3.6499 0.4890
H 2.6351 -2.5639 6.0636 0.3467
H -1.5586 -1.1085 0.4282 0.2763
H -3.1420 0.7781 0.4420 0.2273
H -3.7033 3.0728 1.1165 0.5419
H -3.0958 5.1726 2.2485 0.4303
H -0.9019 5.3789 3.3950 0.4636
H 0.6695 3.5080 3.4180 0.5954
H -0.2587 0.9175 4.7979 0.5042
H 0.1331 0.8091 7.2154 0.5052
H 2.4273 1.0706 8.1272 0.4228
H 4.3271 1.4340 6.6087 0.4656
H 5.2182 1.6441 4.3337 0.4145
H 4.8680 1.5746 1.8819 0.6048
H 0.2466 2.8247 -0.0838 1.2695
H 0.0125 5.1624 -0.8607 0.4221
H 0.9771 7.2534 -1.5033 0.3633
H 2.2201 6.8914 -2.7006 0.3237
H 2.6809 7.5512 -1.1384 0.3992
H 4.2637 5.4714 -1.1928 0.4585
H 4.5050 3.1473 -0.3710 0.5072
C -7.6557 -2.4188 -0.8677 -0.5202
C -7.2220 -2.6134 -2.1718 -0.7248
C -5.9107 -2.3269 -2.5224 -0.1298
C -5.0155 -1.8323 -1.5755 -0.1793
C -5.4674 -1.6349 -0.2704 -0.1997
C -6.7744 -1.9308 0.0861 -0.7133
P -3.2460 -1.4792 -1.8638 1.8964
C -3.1558 -1.2989 -3.6970 -0.1872
C -4.0211 -0.4311 -4.3662 -0.2853
C -3.8980 -0.2089 -5.7290 -0.8482
C -2.9108 -0.8582 -6.4592 -0.6347
C -2.0334 -1.7114 -5.8071 -0.7498
C -2.1456 -1.9138 -4.4373 -0.5931
C -2.4121 -3.0703 -1.5909 -0.4071
C -3.1116 -4.2685 -1.4677 -0.4297
C -2.4388 -5.4425 -1.1527 -0.8345
C -1.0721 -5.4046 -0.9345 -1.0630
C -0.3878 -4.1997 -1.0807 -0.1080
C -1.0086 -2.9865 -1.4219 0.0587
H -8.6780 -2.6474 -0.5962 0.3790
H -7.9054 -2.9978 -2.9179 0.4189
H -5.5827 -2.5007 -3.5397 0.4649
H -4.7801 -1.2526 0.4778 0.2770
H -7.1053 -1.7798 1.1054 0.4260
H -4.8051 0.0764 -3.8149 0.5149
H -4.5740 0.4762 -6.2244 0.4260
H -2.8328 -0.7048 -7.5273 0.4095
H -1.2711 -2.2354 -6.3714 0.4677
H -1.4401 -2.5601 -3.9237 0.6924
H -4.1848 -4.3000 -1.6164 0.4384
H -2.9833 -6.3746 -1.0705 0.4116
H -0.5430 -6.3051 -0.6451 0.4633
H 0.6860 -4.2175 -0.8698 0.2718
C 5.5311 -1.0383 -2.3010 0.1348
C 4.9182 -2.4493 -2.2207 -0.9676
S 3.1712 -2.5510 -1.5955 0.2237
C 2.4134 -2.8800 -3.3229 -2.1947
C 2.4182 -1.7535 -4.5327 -0.2728
S 1.4926 -0.0826 -4.4777 0.1894
C 2.5217 0.4405 -2.9441 -0.0389
C 3.8396 1.0995 -3.3115 -0.4726
S 5.1774 -0.0398 -3.7937 -0.2288
H 6.6143 -1.1600 -2.3035 0.5727
H 5.2439 -0.4448 -1.4325 -0.3544
H 5.4967 -3.0639 -1.5332 0.6090
H 4.9229 -2.9345 -3.1943 0.3533
H 1.3627 -3.2720 -3.2150 1.2245
H 2.9671 -3.7160 -3.7383 0.6268
H 2.0556 -2.3024 -5.4021 0.6053
H 3.4527 -1.5048 -4.7398 0.3124
H 2.7823 -0.5223 -2.4628 0.2921
H 1.9260 1.0871 -2.2646 0.2238
H 4.1808 1.6629 -2.4444 -0.0795
H 3.7315 1.7821 -4.1527 0.5626
C -2.6122 2.1988 -2.6964 -1.3200
C -1.4155 1.3023 -2.9076 1.4404
O -0.1796 2.0209 -3.0615 -0.5381
H -3.4646 1.6132 -2.3486 0.1905
H -2.8865 2.7022 -3.6229 0.3093
H -2.3909 2.9616 -1.9443 0.3863
H -1.5099 0.7240 -3.8274 0.1655
H -1.3254 0.5902 -2.0739 -0.6931
H -0.0488 2.5931 -2.2941 0.0984
```


Entry from the OMol25 dataset: a molecular structure, C60H59BFGeN11O3V at a distorted geometry (wB97M-V/def2-TZVPD).

Summary:
energy relative to the best compared isomer or geometry (same formula, charge and spin): 0.0000 eV
<S²>: 3.807
2S+1: 4
total charge: +2
LUMO level (alpha / beta): -5.09 / -5.23 eV
highest occupied orbital energy (alpha / beta): -10.1 / -12.3 eV
HOMO-LUMO gap (alpha / beta): 0.1842 / 0.2584 Ha

Geometry as XYZ:
```
137
Properties=species:S:1:pos:R:3:mulliken_charge:R:1
V 1.6193 0.5576 -0.5966 -0.0349
C 2.4042 -2.8152 0.4470 -1.4129
C 2.3042 -2.4309 -0.9859 0.7804
C 2.4370 -3.2558 -2.1069 -1.9451
C 2.3205 -2.4209 -3.1987 -0.1488
N 2.1099 -1.1757 -2.7496 0.7554
N 2.1039 -1.1819 -1.4044 0.1084
B 2.1872 0.1749 -3.5144 0.5130
N 3.3321 0.9118 -2.7900 0.8642
C 4.5781 1.1177 -3.2459 -0.1982
C 5.3757 1.4773 -2.1818 -2.1741
C 4.5330 1.4411 -1.0648 0.4474
C 4.9142 1.6390 0.3598 -0.4168
N 3.2995 1.1004 -1.4533 0.4560
N 0.8783 0.9636 -3.3715 1.2071
C -0.1109 1.0609 -4.2811 -0.0507
C -1.0854 1.8774 -3.7566 -1.8955
C -0.6063 2.2560 -2.4952 0.9080
C -1.2753 3.1030 -1.4761 -0.6569
N 0.5827 1.7021 -2.2947 -0.6550
N 2.4289 0.0163 -4.9923 0.5997
C 2.6694 1.0370 -5.8583 -0.5689
C 2.4969 0.5639 -7.1331 -1.2347
C 2.1192 -0.7836 -6.9653 0.6344
C 1.7683 -1.7750 -8.0164 -1.3763
N 2.0747 -1.0862 -5.6805 -1.0061
H 3.0069 -3.7128 0.5527 0.4986
H 2.8613 -2.0133 1.0252 0.1770
H 1.4186 -3.0197 0.8622 0.1699
H 2.6049 -4.3117 -2.1148 0.5615
H 2.3682 -2.5988 -4.2564 0.7251
H 4.8281 0.9773 -4.2784 0.5940
H 6.4196 1.7116 -2.2015 0.5850
H 5.7120 2.3728 0.4491 0.4572
H 4.0539 1.9609 0.9457 -0.5858
H 5.2787 0.6930 0.7656 0.3973
H -0.0765 0.5401 -5.2159 0.5416
H -2.0114 2.1687 -4.2056 0.5236
H -2.1999 3.5097 -1.8741 0.4260
H -1.5032 2.5136 -0.5866 -0.1826
H -0.6300 3.9247 -1.1707 0.2411
H 2.9248 2.0135 -5.4976 0.6271
H 2.6257 1.0843 -8.0581 0.5127
H 2.2635 -1.5282 -8.9514 0.3949
H 2.0597 -2.7743 -7.7032 0.3435
H 0.6906 -1.7737 -8.1836 0.2263
F -1.8765 -2.0268 -4.4651 -0.3817
C -2.2739 -2.0604 -3.1718 0.7031
C -1.4828 -1.3971 -2.2615 0.1859
C -1.8343 -1.3197 -0.9127 -0.0865
C -1.0444 -0.5407 0.0144 -0.3473
O 0.0477 -0.0116 -0.3206 1.3152
C -1.5790 -0.4226 1.3431 -0.3683
C -2.6613 -1.1636 1.7086 -0.4914
N -3.3424 -1.9710 0.8514 0.4056
C -4.3996 -2.8082 1.3472 -0.3234
C -5.3251 -2.2792 2.3984 -1.0817
C -5.8418 -2.5236 1.0166 -0.3871
C -2.9885 -2.0133 -0.4854 -0.4000
C -3.7400 -2.7214 -1.4194 -0.2871
C -3.4380 -2.7372 -2.7872 -1.1998
N -4.2651 -3.4645 -3.6626 0.0850
C -5.7048 -3.3220 -3.5540 -0.5909
C -6.3568 -4.6847 -3.8523 -0.8059
N -5.4543 -5.4473 -4.7579 -0.1014
C -4.8652 -4.5440 -5.7757 -0.7765
C -3.8762 -3.6071 -5.0616 -0.7113
C -1.0639 0.6426 2.2616 0.0756
O -1.2015 0.6036 3.4600 -0.6521
O -0.5596 1.6537 1.6017 -0.2262
H -0.5946 -0.9023 -2.6206 0.1540
H -3.0244 -1.1047 2.7239 0.8747
H -4.0946 -3.8496 1.3996 0.4550
H -5.2056 -1.2494 2.6960 0.3408
H -5.6324 -2.9366 3.1958 0.2860
H -6.0679 -1.6650 0.4042 0.2119
H -6.5073 -3.3599 0.8641 0.3038
H -4.5984 -3.2642 -1.0664 1.1549
H -6.0636 -2.5672 -4.2662 0.3028
H -5.9919 -2.9911 -2.5593 0.4799
H -7.3246 -4.5412 -4.3357 0.3605
H -6.5072 -5.2684 -2.9431 0.4488
H -5.9552 -6.2309 -5.1899 0.3564
H -4.6745 -5.8179 -4.1992 0.3850
H -5.6761 -3.9909 -6.2532 0.3368
H -4.3519 -5.1213 -6.5472 0.4060
H -3.8561 -2.6486 -5.5970 0.4077
H -2.8707 -4.0308 -5.0989 0.5102
C 2.2285 0.3615 1.1911 -0.3658
C 2.3326 0.3510 2.4237 -0.4631
C 2.4335 0.2066 3.7866 -0.0393
C 2.5541 1.3405 4.6773 0.3901
C 1.8765 1.3207 5.9034 0.0526
C 2.0246 2.3572 6.7998 -1.0524
C 2.8596 3.4232 6.4928 -0.5866
C 3.5276 3.4589 5.2761 -0.7943
C 3.3717 2.4325 4.3654 -0.0222
C 2.4293 -1.1294 4.3486 0.3591
C 1.6509 -2.1367 3.7694 0.3796
C 1.6855 -3.4196 4.2731 -0.9258
C 2.5008 -3.7203 5.3553 -0.5815
C 3.2640 -2.7264 5.9504 -0.8267
C 3.2195 -1.4356 5.4648 -0.5625
H 1.1907 0.5128 6.1096 0.6103
H 1.4999 2.3264 7.7440 0.4685
H 2.9869 4.2285 7.1999 0.4237
H 4.1885 4.2838 5.0563 0.4449
H 3.9190 2.4289 3.4343 0.3189
H 0.9935 -1.8709 2.9539 0.5204
H 1.0661 -4.1852 3.8307 0.4311
H 2.5335 -4.7255 5.7442 0.4094
H 3.8937 -2.9557 6.7988 0.4331
H 3.8178 -0.6562 5.9132 0.5332
Ge -0.6351 3.3954 2.3580 0.3512
C -1.4233 3.5617 4.1515 0.7370
C -2.8087 3.4954 4.2318 -0.5692
C -3.4633 3.8613 5.3922 -0.7352
C -2.7315 4.3031 6.4832 -0.6349
C -1.3475 4.3317 6.4220 -0.7600
C -0.6923 3.9561 5.2618 0.2843
C 1.1417 4.1316 1.9396 0.1223
C 1.8363 3.7118 0.8121 0.2107
C 3.0520 4.2893 0.4843 -0.7043
C 3.6081 5.2619 1.3009 -1.0330
C 2.9249 5.6809 2.4296 -0.7759
C 1.6890 5.1355 2.7318 -0.4632
H -1.7134 3.8853 1.3806 -0.1173
H -3.3703 3.1645 3.3671 0.3604
H -4.5417 3.8313 5.4419 0.4091
H -3.2389 4.6331 7.3770 0.3945
H -0.7742 4.6704 7.2723 0.4765
H 0.3873 3.9792 5.2170 0.0530
H 1.4140 2.9268 0.1742 0.6341
H 3.5665 3.9753 -0.4137 0.6937
H 4.5622 5.6980 1.0481 0.4600
H 3.3451 6.4419 3.0695 0.5001
H 1.1370 5.5067 3.5824 0.4913
```